No. 1
{
  "formula": "C12H14BCl3N2O",
  "method": "ωB97M-V/def2-TZVPD",
  "e_above_lowest_kcal_mol": 0.0,
  "lumo_ev": -0.13,
  "species": ["Cl", "B", "Cl", "Cl", "O", "C", "C", "C", "C", "C", "C", "C", "H", "H", "H", "H", "H", "H", "C", "C", "N", "C", "C", "C", "N", "H", "H", "H", "H", "H", "H", "H", "H"],
  "coordinates": [[0.32, 2.92, -3.36], [-1.06, 2.41, -2.15], [-2.21, 3.82, -1.76], [-2.07, 1.03, -3.01], [-0.41, 1.89, -0.99], [-0.77, 0.85, -0.17], [-0.37, 1.20, 1.24], [-1.25, 1.02, 2.32], [-0.71, 1.09, 3.62], [0.63, 1.45, 3.81], [1.40, 1.85, 2.71], [0.87, 1.80, 1.43], [-1.84, 0.62, -0.23], [-2.30, 0.77, 2.16], [-1.35, 0.86, 4.48], [1.07, 1.41, 4.81], [2.42, 2.20, 2.85], [1.42, 2.16, 0.56], [-0.99, -2.09, 0.89], [-0.24, -1.62, -0.26], [-0.02, -0.36, -0.69], [0.73, -0.45, -1.90], [0.99, -1.76, -2.12], [1.73, -2.56, -3.12], [0.39, -2.45, -1.09], [-1.45, -1.28, 1.45], [-1.76, -2.79, 0.55], [-0.30, -2.63, 1.55], [0.97, 0.42, -2.48], [2.13, -1.92, -3.92], [2.57, -3.09, -2.64], [1.08, -3.32, -3.58], [0.38, -3.46, -0.98]],
  "nbo_charge": [-0.301, 0.479, -0.262, -0.336, -0.739, 0.280, -0.066, -0.214, -0.216, -0.211, -0.205, -0.179, 0.208, 0.220, 0.219, 0.219, 0.220, 0.245, -0.680, 0.459, -0.301, -0.030, 0.130, -0.650, -0.482, 0.266, 0.247, 0.248, 0.289, 0.255, 0.228, 0.230, 0.428]
}


No. 2
{
  "formula": "C7H12N2",
  "method": "ωB97M-V/def2-TZVPD",
  "e_above_lowest_kcal_mol": 38.9,
  "lumo_ev": 0.34,
  "smiles": "[H]/N=C(\\C(C)=N\\[H])[C@@H](C)C=C",
  "species": ["C", "C", "C", "C", "C", "C", "C", "N", "N", "H", "H", "H", "H", "H", "H", "H", "H", "H", "H", "H", "H"],
  "coordinates": [[0.44, -0.06, -0.99], [1.01, 0.52, -2.26], [-1.39, -1.32, 1.19], [-0.88, 0.52, -0.56], [-1.21, 0.15, 0.89], [1.32, 0.29, 0.34], [2.12, -0.60, 0.95], [-1.42, 1.56, -1.11], [-1.78, 1.09, 1.60], [0.36, -1.15, -1.05], [-2.15, 1.90, -0.45], [-2.04, 0.73, 2.53], [1.51, 1.35, 0.46], [0.35, 0.31, -3.10], [1.12, 1.61, -2.20], [1.99, 0.08, -2.48], [-2.19, -1.73, 0.58], [-0.48, -1.89, 0.99], [-1.63, -1.45, 2.25], [2.97, -0.26, 1.54], [1.97, -1.67, 0.87]],
  "nbo_charge": [-0.296, -0.606, -0.684, 0.225, 0.255, -0.174, -0.384, -0.581, -0.615, 0.216, 0.360, 0.335, 0.209, 0.227, 0.226, 0.213, 0.236, 0.221, 0.220, 0.207, 0.189]
}


No. 3
{
  "formula": "C37H29CrN2O4",
  "method": "ωB97M-V/def2-TZVPD",
  "total_charge": 2,
  "s_squared": 3.843,
  "lumo_ev": [-5.58, -8.17],
  "multiplicity": 4,
  "species": ["H", "C", "H", "C", "C", "N", "C", "C", "C", "C", "C", "C", "C", "C", "C", "C", "N", "O", "H", "H", "H", "H", "H", "H", "H", "H", "H", "H", "H", "H", "O", "C", "Cr", "C", "O", "C", "O", "C", "C", "C", "C", "C", "C", "C", "C", "C", "C", "C", "C", "C", "C", "C", "C", "C", "C", "C", "C", "C", "H", "H", "H", "H", "H", "H", "H", "H", "H", "H", "H", "H", "H", "H", "H"],
  "coordinates": [[0.43, 0.40, 0.17], [1.26, 1.10, 0.46], [0.73, 2.05, 0.67], [1.95, 0.57, 1.67], [3.30, 0.42, 1.75], [4.10, 0.63, 0.68], [5.50, 0.12, 0.69], [5.51, -1.24, 0.07], [5.42, -1.37, -1.32], [5.13, -2.62, -1.88], [5.00, -3.74, -1.06], [5.18, -3.62, 0.32], [5.45, -2.37, 0.88], [3.57, 1.06, -0.50], [2.24, 1.29, -0.66], [1.81, 1.77, -2.00], [0.49, 2.07, -2.15], [2.62, 1.83, -2.94], [1.32, 0.34, 2.53], [3.80, 0.08, 2.66], [6.09, 0.83, 0.11], [5.83, 0.08, 1.73], [5.53, -0.49, -1.95], [5.00, -2.70, -2.96], [4.75, -4.71, -1.50], [5.08, -4.50, 0.96], [5.59, -2.26, 1.96], [4.31, 1.18, -1.29], [-0.12, 2.29, -1.36], [0.27, 2.53, -3.02], [-3.41, 5.82, 0.88], [-3.94, 4.84, 0.54], [-4.55, 3.16, -0.15], [-2.72, 2.84, -0.24], [-1.55, 2.71, -0.28], [-4.31, 3.78, -1.93], [-4.02, 4.17, -3.00], [-6.65, 3.34, 0.26], [-6.00, 3.11, 1.48], [-5.08, 2.07, 1.60], [-4.83, 1.18, 0.52], [-3.58, 0.41, 0.44], [-2.53, -0.22, 0.39], [-1.35, -1.00, 0.36], [-0.79, -1.28, -0.96], [-1.63, -1.12, -2.09], [-1.21, -1.44, -3.38], [0.08, -1.93, -3.59], [0.99, -1.92, -2.52], [0.55, -1.65, -1.23], [-0.95, -1.63, 1.61], [-1.87, -1.59, 2.70], [-1.66, -2.27, 3.89], [-0.49, -3.03, 4.07], [0.49, -2.99, 3.07], [0.24, -2.36, 1.85], [-5.63, 1.33, -0.63], [-6.47, 2.43, -0.80], [-7.27, 4.23, 0.11], [-6.16, 3.80, 2.31], [-4.48, 1.96, 2.52], [-2.65, -0.75, -1.95], [-1.92, -1.32, -4.20], [0.37, -2.29, -4.58], [2.06, -2.13, -2.69], [1.28, -1.69, -0.43], [-2.80, -1.04, 2.58], [-2.42, -2.24, 4.68], [-0.35, -3.62, 4.97], [1.46, -3.47, 3.23], [1.00, -2.47, 1.08], [-5.48, 0.61, -1.44], [-6.95, 2.60, -1.76]],
  "mulliken_spin": [0.044, 0.014, 0.065, 0.253, -0.004, 0.339, -0.033, 0.019, 0.005, 0.001, 0.005, -0.001, 0.004, -0.053, 0.213, 0.036, 0.000, 0.065, -0.003, 0.011, 0.008, 0.006, -0.001, 0.000, 0.000, 0.000, 0.000, 0.007, 0.000, 0.000, 0.018, -0.052, 1.112, -0.034, 0.004, -0.091, 0.070, 0.050, -0.001, -0.020, -0.012, 0.218, -0.056, 0.307, -0.023, 0.111, -0.052, 0.104, -0.052, 0.078, 0.025, 0.099, -0.063, 0.121, -0.060, 0.114, 0.105, -0.043, 0.000, -0.005, -0.008, 0.012, -0.001, 0.003, 0.004, 0.000, 0.023, -0.002, 0.005, 0.000, 0.002, -0.004, -0.010]
}


No. 4
{
  "formula": "C7H22ClI2OP2Y",
  "method": "ωB97M-V/def2-TZVPD",
  "total_charge": 2,
  "e_above_lowest_kcal_mol": 45.3,
  "lumo_ev": -7.52,
  "species": ["I", "I", "Y", "P", "C", "C", "H", "H", "H", "H", "H", "H", "C", "H", "H", "H", "P", "C", "C", "H", "H", "H", "C", "H", "H", "H", "H", "H", "H", "Cl", "C", "O", "H", "H", "H", "H"],
  "coordinates": [[0.27, 2.06, -4.92], [-0.29, 3.92, -3.06], [0.01, 0.05, -0.05], [-2.46, -0.13, -0.19], [-3.27, 0.97, 0.91], [-2.98, 0.22, -1.85], [-4.07, 0.08, -1.87], [-4.06, -1.82, 0.04], [-2.50, -0.45, -2.57], [-2.49, -2.52, -0.47], [-3.00, 2.02, 0.69], [-2.74, 1.26, -2.13], [-2.98, -1.79, 0.19], [-4.34, 0.83, 0.77], [-2.74, -2.05, 1.23], [-3.00, 0.77, 1.96], [2.48, -0.10, -0.19], [3.27, 1.01, 0.92], [3.02, -1.76, 0.19], [2.52, -0.42, -2.57], [4.09, 0.12, -1.86], [2.75, 1.29, -2.12], [3.00, 0.26, -1.84], [2.53, -2.49, -0.47], [4.10, -1.78, 0.05], [4.35, 0.87, 0.78], [3.01, 0.80, 1.96], [2.78, -2.02, 1.24], [3.00, 2.05, 0.70], [0.02, -1.76, -1.80], [0.11, 0.44, 2.91], [0.04, -0.83, 2.03], [1.00, 0.35, 3.48], [-0.78, 0.47, 3.50], [0.15, 1.29, 2.20], [-0.80, -1.22, 2.21]],
  "nbo_charge": [0.063, 0.004, 1.952, 0.625, -0.961, -0.950, 0.268, 0.272, 0.292, 0.294, 0.268, 0.271, -0.937, 0.276, 0.240, 0.248, 0.627, -0.960, -0.938, 0.289, 0.268, 0.266, -0.950, 0.288, 0.266, 0.275, 0.252, 0.264, 0.264, -0.576, -0.229, -0.797, 0.251, 0.242, 0.152, 0.520]
}


No. 5
{
  "formula": "C6H7CuLiO6",
  "method": "ωB97M-V/def2-TZVPD",
  "e_above_lowest_kcal_mol": 5.9,
  "s_squared": 0.756,
  "lumo_ev": [-0.76, -1.41],
  "multiplicity": 2,
  "species": ["Cu", "O", "O", "C", "C", "O", "C", "H", "H", "H", "H", "Li", "O", "O", "C", "C", "O", "C", "H", "H", "H"],
  "coordinates": [[0.51, -0.81, -3.08], [1.28, -1.40, -1.00], [2.34, 0.27, 0.09], [2.00, -0.28, 1.37], [0.84, 0.48, 2.00], [2.15, 0.33, -2.09], [1.90, -0.30, -1.05], [1.77, -1.34, 1.27], [2.90, -0.16, 1.99], [1.04, 1.56, 2.00], [0.75, 0.15, 3.04], [-0.52, -1.74, -0.50], [-0.86, -1.00, 1.20], [-1.15, 1.19, 0.87], [-2.77, 0.64, -0.60], [-1.98, 0.36, -1.76], [-1.37, -0.74, -1.97], [-0.50, 0.20, 1.32], [-3.22, -0.21, -0.08], [-3.26, 1.61, -0.55], [-1.83, 1.19, -2.46]],
  "nbo_charge": [0.896, -0.909, -0.518, -0.066, -0.531, -0.766, 0.978, 0.206, 0.193, 0.232, 0.233, 0.929, -0.836, -0.618, -0.258, 0.276, -0.808, 0.792, 0.217, 0.213, 0.145]
}


No. 6
{
  "formula": "C11H24ClNO3Sr",
  "method": "ωB97M-V/def2-TZVPD",
  "lumo_ev": -3.83,
  "species": ["Sr", "C", "C", "C", "C", "C", "C", "N", "O", "C", "C", "C", "H", "H", "H", "H", "H", "H", "H", "H", "H", "H", "H", "H", "H", "H", "H", "H", "H", "H", "Cl", "C", "C", "O", "O", "H", "H", "H", "H", "H", "H"],
  "coordinates": [[-5.65, -4.45, -0.62], [1.54, 0.16, 2.51], [1.31, -0.59, 1.12], [2.49, -0.43, 0.16], [3.61, -1.39, 0.48], [3.14, -2.86, 0.66], [2.00, -3.03, 1.63], [0.97, -2.07, 1.19], [-0.25, -2.25, 1.78], [2.54, -2.79, 3.08], [1.57, -4.51, 1.47], [0.18, 0.11, 0.31], [0.77, -0.25, 3.18], [1.26, 1.21, 2.43], [2.51, 0.06, 2.99], [2.90, 0.57, 0.21], [2.26, -0.67, -0.88], [4.08, -1.00, 1.39], [4.39, -1.40, -0.28], [4.02, -3.32, 1.12], [2.99, -3.43, -0.26], [3.45, -2.19, 3.13], [2.73, -3.66, 3.70], [1.84, -2.28, 3.74], [2.35, -5.22, 1.75], [1.28, -4.82, 0.46], [0.78, -4.78, 2.18], [-0.80, 0.15, 0.77], [0.05, -0.26, -0.71], [0.53, 1.13, 0.15], [-6.44, 0.03, -2.36], [-3.77, 5.51, -4.22], [-4.88, 6.07, -3.27], [-4.83, 5.31, -2.08], [-4.27, 4.41, -4.96], [-2.88, 5.26, -3.65], [-3.48, 6.30, -4.91], [-5.88, 6.04, -3.68], [-4.72, 7.15, -3.14], [-5.13, 4.42, -2.27], [-4.55, 3.75, -4.32]],
  "nbo_charge": [0.873, -0.634, 0.113, -0.419, -0.393, -0.409, 0.082, 0.034, -0.388, -0.637, -0.604, -0.604, 0.230, 0.229, 0.216, 0.219, 0.210, 0.192, 0.217, 0.215, 0.215, 0.212, 0.229, 0.229, 0.217, 0.215, 0.225, 0.232, 0.220, 0.209, -0.942, -0.087, -0.095, -0.722, -0.710, 0.167, 0.167, 0.172, 0.175, 0.470, 0.463]
}


No. 7
{
  "formula": "C8H18O",
  "method": "ωB97M-V/def2-TZVPD",
  "e_above_lowest_kcal_mol": 66.3,
  "lumo_ev": 0.81,
  "species": ["C", "C", "C", "C", "H", "H", "H", "H", "H", "H", "H", "H", "H", "H", "C", "C", "C", "C", "O", "H", "H", "H", "H", "H", "H", "H", "H"],
  "coordinates": [[1.09, 0.33, -0.53], [1.34, 1.61, 0.24], [2.36, -0.52, -0.58], [0.60, 0.58, -1.95], [-0.71, 0.43, 0.04], [0.45, 2.23, 0.32], [1.71, 1.41, 1.25], [2.76, -0.71, 0.41], [2.17, -1.47, -1.07], [3.13, 0.00, -1.16], [1.38, 1.04, -2.56], [-0.27, 1.25, -1.96], [0.29, -0.36, -2.41], [2.09, 2.22, -0.27], [-2.03, 0.50, 0.39], [0.24, -1.10, 1.70], [-3.02, -0.65, 0.36], [-0.09, -0.90, 0.24], [-0.39, -1.81, -0.51], [-2.08, 1.07, 1.31], [-2.19, 1.18, -0.45], [1.20, -1.60, 1.81], [-0.52, -1.74, 2.15], [0.28, -0.15, 2.24], [-2.77, -1.33, -0.46], [-4.04, -0.30, 0.19], [-3.00, -1.21, 1.29]],
  "nbo_charge": [-0.069, -0.641, -0.626, -0.645, 0.287, 0.209, 0.211, 0.203, 0.228, 0.208, 0.212, 0.202, 0.238, 0.219, -0.551, -0.725, -0.636, 0.535, -0.633, 0.205, 0.210, 0.243, 0.232, 0.220, 0.235, 0.221, 0.205]
}


Number 1: strongest force on any atom 1.66 eV/Å. Number 2: strongest force on any atom 3.90 eV/Å. Number 3: strongest force on any atom 5.58 eV/Å. Number 4: strongest force on any atom 2.35 eV/Å. Number 5: strongest force on any atom 1.23 eV/Å. Number 6: strongest force on any atom 5.14 eV/Å. Number 7: strongest force on any atom 4.25 eV/Å.